(1)
Formula: C3H3N3OS
Source: the OMol25 dataset
Level of theory: ωB97M-V/def2-TZVPD

Properties
E_LUMO ... 0.022 hartree
F_max ... 4.277 eV/Å
Total energy ... -753.774395 Ha
Kohn-Sham gap ... 10.0391 eV
2S+1 ... 1
HOMO level ... -9.43 eV

Each line ends with the Mulliken charge.
CARTESIAN COORDINATES (ANGSTROEM)
C (-1.601, -1.579, -0.261)  0.01
C (-0.613, 0.292, 0.035)  0.13
C (1.156, 1.406, 0.032)  0.57
N (-0.433, -1.019, -0.212)  -0.49
N (-1.797, 0.772, 0.183)  -0.41
N (2.041, 0.457, 0.234)  -0.29
O (1.146, 2.577, -0.093)  -0.46
S (-2.891, -0.458, 0.011)  0.05
H (-1.769, -2.619, -0.465)  0.39
H (1.734, -0.504, 0.266)  0.27
H (3.029, 0.674, 0.270)  0.23

(2)
Formula: C4H11N3
Source: the OMol25 dataset
Level of theory: ωB97M-V/def2-TZVPD

Properties
E_LUMO ... 0.034 hartree
F_max ... 4.487 eV/Å
Total energy ... -323.197317 Ha
Kohn-Sham gap ... 9.3611 eV
2S+1 ... 1
HOMO level ... -8.43 eV

Each line ends with the Mulliken charge.
CARTESIAN COORDINATES (ANGSTROEM)
H (3.201, -0.606, 0.499)  0.23
N (2.198, -1.018, 0.589)  -0.72
C (1.266, -0.721, -0.317)  0.38
N (1.578, -0.543, -1.710)  -0.41
N (-0.082, -0.958, -0.002)  -0.19
C (-1.054, 0.037, -0.439)  -0.47
C (-1.990, 0.617, 0.697)  -0.67
C (-1.648, 2.072, 1.243)  -1.10
H (1.145, 0.330, -2.218)  0.21
H (2.498, -0.821, -2.147)  0.23
H (-0.262, -1.403, 0.902)  0.29
H (-0.709, 0.964, -1.057)  0.25
H (-1.753, -0.451, -1.284)  0.26
H (-2.001, -0.176, 1.432)  0.32
H (-2.995, 0.582, 0.515)  0.46
H (-2.110, 2.801, 0.598)  0.29
H (-1.848, 2.221, 2.251)  0.41
H (-0.474, 2.167, 1.266)  0.24

(3)
Formula: C3H12NO
Source: the OMol25 dataset
Level of theory: ωB97M-V/def2-TZVPD

Properties
E_LUMO ... -0.377 hartree
F_max ... 2.786 eV/Å
Total energy ... -250.958090 Ha
Kohn-Sham gap ... 4.6654 eV
2S+1 ... 1
HOMO level ... -14.92 eV
Net charge ... +1

Each line ends with the Mulliken charge.
CARTESIAN COORDINATES (ANGSTROEM)
C (-1.862, -0.883, 0.528)  -0.49
C (-2.115, -0.553, 1.982)  -0.87
N (2.247, -0.114, -0.855)  -0.18
C (2.100, 0.583, -2.141)  -0.62
H (-1.223, -0.137, -0.027)  0.24
H (-1.240, -1.801, 0.526)  0.27
H (-2.783, -1.116, -0.005)  0.33
H (-2.993, -1.029, 2.416)  0.34
H (-1.209, -0.617, 2.577)  0.29
H (-2.374, 0.516, 1.982)  0.28
H (3.151, 0.064, -0.407)  0.35
H (2.577, 1.572, -2.141)  0.31
H (1.040, 0.678, -2.384)  0.30
H (2.662, -0.003, -2.873)  0.32
H (1.546, 0.216, -0.163)  0.30
H (0.386, 1.611, 0.852)  0.33
O (0.090, 1.014, 0.133)  -0.50

(4)
Formula: C5H8O2
Source: the OMol25 dataset
Level of theory: ωB97M-V/def2-TZVPD

Properties
E_LUMO ... 0.034 hartree
F_max ... 0.734 eV/Å
Total energy ... -345.619235 Ha
Kohn-Sham gap ... 8.9385 eV
2S+1 ... 1
HOMO level ... -8.02 eV

Each line ends with the Mulliken charge.
CARTESIAN COORDINATES (ANGSTROEM)
C (-1.260, 0.585, 0.370)  -0.57
O (-0.581, 1.533, -0.475)  -0.26
C (-0.221, 1.002, -1.637)  -0.30
C (0.276, -1.252, -0.530)  -0.60
C (-0.283, -0.547, 0.710)  0.11
C (1.131, 0.034, 0.803)  -0.48
O (1.331, -0.234, -0.606)  -0.38
H (-2.165, 0.220, -0.127)  0.36
H (-1.533, 1.141, 1.274)  0.32
H (0.530, 1.710, -2.042)  0.10
H (0.777, -2.201, -0.335)  0.28
H (-0.387, -1.334, -1.395)  0.40
H (-0.657, -1.184, 1.516)  0.44
H (1.220, 1.092, 1.073)  0.30
H (1.824, -0.568, 1.400)  0.30

(5)
Formula: C18H66O24
Source: the OMol25 dataset
Level of theory: ωB97M-V/def2-TZVPD

Properties
E_LUMO ... -0.006 hartree
F_max ... 4.817 eV/Å
Total energy ... -2530.918885 Ha
Kohn-Sham gap ... 8.9606 eV
2S+1 ... 1
HOMO level ... -9.13 eV

Each line ends with the Mulliken charge.
CARTESIAN COORDINATES (ANGSTROEM)
O (-6.811, -12.338, -6.133)  -0.80
H (-7.340, -11.637, -6.551)  0.47
H (-6.779, -12.074, -5.213)  0.16
O (-9.394, -6.777, -2.386)  -0.54
H (-10.078, -6.158, -2.170)  0.28
H (-9.074, -6.992, -1.517)  0.22
O (-7.660, -7.758, -6.179)  -0.57
H (-8.021, -7.027, -6.648)  0.29
H (-7.942, -8.498, -6.718)  0.31
O (-10.042, -12.189, -0.801)  -0.78
H (-10.686, -12.321, -0.087)  0.28
H (-10.417, -11.579, -1.391)  0.19
O (-11.832, -11.542, -3.354)  -0.67
H (-12.601, -11.197, -3.729)  0.23
H (-11.207, -10.825, -3.312)  -0.10
O (-8.280, -10.228, -7.177)  -0.81
H (-8.608, -10.241, -8.047)  0.31
H (-9.148, -10.256, -6.763)  0.37
C (-3.515, -14.266, -2.005)  -0.38
C (-4.849, -14.225, -2.764)  -0.18
O (-4.743, -13.269, -3.863)  -0.40
O (-3.600, -15.164, -0.928)  -0.53
H (-3.331, -13.228, -1.691)  -0.04
H (-2.759, -14.621, -2.682)  0.48
H (-5.681, -13.958, -2.041)  -0.30
H (-5.008, -15.259, -3.174)  0.85
H (-4.238, -13.656, -4.541)  0.18
H (-3.828, -15.993, -1.380)  0.36
C (-8.241, -14.769, -4.643)  -0.54
C (-8.551, -14.007, -3.320)  1.16
O (-9.904, -13.728, -3.127)  -0.59
O (-6.872, -15.088, -4.731)  -0.59
H (-8.452, -14.143, -5.535)  0.28
H (-8.915, -15.666, -4.726)  0.35
H (-8.036, -13.049, -3.328)  -0.79
H (-8.049, -14.595, -2.513)  0.16
H (-9.925, -13.325, -2.218)  0.41
H (-6.353, -14.320, -4.502)  0.20
C (-13.098, -7.830, -3.359)  -0.13
C (-14.200, -7.311, -2.422)  -0.49
O (-14.008, -5.998, -2.140)  -0.56
O (-13.149, -9.173, -3.496)  -0.65
H (-12.123, -7.605, -3.010)  -0.16
H (-13.210, -7.295, -4.305)  0.73
H (-14.131, -7.748, -1.408)  0.11
H (-15.170, -7.478, -2.897)  0.31
H (-14.703, -5.704, -1.543)  0.33
H (-13.042, -9.521, -2.610)  0.38
C (-11.194, -9.275, 0.925)  -0.39
C (-11.907, -8.741, -0.308)  0.25
O (-12.531, -9.880, -0.864)  -0.56
O (-10.529, -8.160, 1.441)  -0.64
H (-10.412, -10.004, 0.696)  -0.17
H (-11.917, -9.690, 1.672)  0.53
H (-11.207, -8.333, -0.980)  -0.03
H (-12.578, -7.926, -0.001)  0.45
H (-13.064, -10.353, -0.250)  0.26
H (-11.178, -7.602, 1.769)  0.33
C (-11.796, -10.115, -6.486)  -0.38
C (-11.255, -8.708, -6.563)  -0.13
O (-12.344, -7.948, -6.731)  -0.66
O (-10.673, -10.947, -6.193)  -0.60
H (-12.285, -10.334, -7.473)  0.30
H (-12.490, -10.391, -5.759)  0.34
H (-10.643, -8.415, -7.353)  0.43
H (-10.724, -8.480, -5.639)  0.02
H (-12.978, -8.277, -6.032)  0.36
H (-11.064, -11.804, -5.890)  0.30
C (-8.899, -10.059, -3.684)  -0.15
C (-7.664, -10.178, -2.827)  0.50
O (-6.642, -10.986, -3.479)  0.09
O (-10.071, -9.542, -3.059)  1.25
H (-9.194, -11.040, -4.105)  0.19
H (-8.616, -9.397, -4.457)  0.05
H (-7.861, -10.669, -1.943)  -0.40
H (-7.191, -9.192, -2.747)  0.64
H (-5.972, -11.091, -2.840)  -0.08
H (-9.955, -8.703, -2.684)  -0.72
C (-6.396, -7.232, 0.419)  -0.69
C (-7.152, -8.525, 0.572)  0.96
O (-8.389, -8.317, -0.066)  0.03
O (-5.220, -7.438, 1.080)  -0.60
H (-6.992, -6.445, 0.857)  0.36
H (-6.198, -6.989, -0.617)  0.30
H (-7.289, -8.950, 1.552)  0.57
H (-6.571, -9.275, 0.063)  -1.15
H (-9.149, -8.394, 0.536)  0.08
H (-4.547, -7.384, 0.473)  0.32
C (-4.000, -10.333, -1.301)  -0.02
C (-3.509, -9.775, -2.663)  -0.35
O (-2.290, -9.069, -2.572)  -0.58
O (-5.037, -11.248, -1.361)  -0.65
H (-4.268, -9.417, -0.847)  -0.30
H (-3.280, -10.815, -0.659)  0.65
H (-4.285, -9.170, -3.210)  0.30
H (-3.320, -10.701, -3.326)  0.12
H (-2.175, -8.445, -3.332)  0.36
H (-4.987, -11.719, -0.520)  0.20
C (-7.022, -11.985, 1.343)  0.06
C (-7.017, -13.269, 0.542)  -0.21
O (-5.702, -13.743, 0.516)  -0.59
O (-8.296, -11.397, 1.243)  -0.47
H (-6.270, -11.289, 1.024)  -0.10
H (-6.711, -12.257, 2.404)  0.33
H (-7.254, -12.989, -0.485)  -0.06
H (-7.810, -13.952, 0.859)  0.54
H (-5.699, -14.591, 0.099)  0.32
H (-8.729, -11.646, 0.435)  0.12

(6)
Formula: C12H22F3N2O4S
Source: the OMol25 dataset
Level of theory: ωB97M-V/def2-TZVPD

Properties
E_LUMO ... -0.210 hartree
F_max ... 11.970 eV/Å
Total energy ... -1578.119686 Ha
Kohn-Sham gap ... 6.4482 eV
2S+1 ... 1
HOMO level ... -12.16 eV
Net charge ... +1

Each line ends with the Mulliken charge.
CARTESIAN COORDINATES (ANGSTROEM)
C (-2.607, 1.803, 1.623)  -0.59
O (-2.305, 1.202, 0.301)  -0.45
C (-1.149, 0.268, 0.411)  -0.35
C (0.222, 0.981, 0.985)  -0.38
C (1.470, 0.401, 0.098)  -0.50
C (2.295, 1.516, -0.771)  -0.68
C (1.401, 2.761, -1.348)  -0.42
S (2.486, 3.913, -2.419)  0.29
C (1.937, 3.627, -4.195)  -0.29
N (1.207, 4.887, -4.645)  -0.58
O (4.138, 3.496, -2.285)  -0.20
C (4.860, 4.436, -1.381)  0.44
N (5.141, 5.181, -0.332)  -0.29
H (-3.750, 2.008, 1.786)  0.25
H (-2.045, 2.849, 1.693)  0.19
H (-2.156, 1.076, 2.444)  0.26
H (-1.001, -0.248, -0.655)  0.29
H (-1.398, -0.639, 1.145)  0.23
H (0.167, 2.145, 1.076)  0.24
H (0.353, 0.575, 2.100)  0.37
H (2.245, -0.066, 0.877)  0.28
H (1.184, -0.478, -0.629)  0.24
H (3.257, 1.855, -0.166)  0.31
H (2.723, 0.944, -1.727)  0.29
H (0.401, 2.459, -1.875)  0.46
H (1.098, 3.435, -0.414)  0.35
H (1.161, 2.741, -4.212)  0.31
H (2.852, 3.399, -4.910)  0.35
H (0.509, 4.683, -5.399)  0.28
H (0.654, 5.259, -3.834)  0.28
C (-3.442, -5.323, 3.054)  -1.09
C (-2.182, -5.995, 2.539)  -0.18
O (-1.661, -5.297, 1.397)  -0.31
C (-0.969, -4.145, 1.663)  0.33
O (-0.777, -3.704, 2.792)  -0.52
C (-0.435, -3.525, 0.370)  0.93
F (-1.382, -3.455, -0.609)  -0.27
F (0.601, -4.242, -0.155)  -0.27
F (0.029, -2.255, 0.539)  -0.22
H (-4.183, -5.231, 2.253)  0.30
H (-3.877, -5.896, 3.877)  0.37
H (-3.235, -4.310, 3.412)  0.31
H (-2.420, -7.011, 2.208)  0.31
H (-1.417, -6.081, 3.321)  0.30

(7)
Formula: C17H20BrFN6O2
Source: the OMol25 dataset
Level of theory: ωB97M-V/def2-TZVPD

Properties
E_LUMO ... 0.000 hartree
F_max ... 0.385 eV/Å
Total energy ... -3812.666295 Ha
Kohn-Sham gap ... 9.3695 eV
2S+1 ... 1
HOMO level ... -9.36 eV

Each line ends with the Mulliken charge.
CARTESIAN COORDINATES (ANGSTROEM)
O (-1.071, -0.492, 2.613)  -0.64
C (-1.459, -1.285, 1.778)  0.38
N (-2.736, -1.334, 1.340)  0.00
C (-3.721, -0.371, 1.814)  -1.13
C (-3.412, 1.039, 1.323)  -0.56
C (-3.552, 1.201, -0.175)  0.95
F (-4.905, 1.405, -0.470)  -0.42
C (-2.764, 2.376, -0.743)  -1.16
N (-1.388, 1.995, -0.996)  0.88
C (-0.363, 1.790, -0.136)  0.11
C (0.667, 1.337, -0.919)  -0.63
C (2.054, 0.969, -0.540)  1.33
C (3.051, 2.074, -0.753)  -0.62
C (4.521, 1.809, -0.902)  -0.77
C (3.707, 2.245, -2.091)  -0.51
C (2.220, 0.033, 0.627)  -0.50
C (2.438, -0.464, -0.777)  -0.85
N (0.221, 1.300, -2.206)  -0.25
N (-1.017, 1.681, -2.245)  -0.95
C (-0.517, -2.360, 1.257)  0.67
N (0.255, -2.893, 2.215)  -0.55
C (1.142, -3.791, 1.838)  -0.36
N (1.359, -4.218, 0.594)  -0.65
C (0.614, -3.678, -0.351)  0.74
O (0.820, -4.055, -1.615)  -0.47
C (-0.370, -2.716, -0.071)  -0.16
Br (-1.298, -1.939, -1.512)  -0.01
H (-2.992, -2.010, 0.641)  0.31
H (-4.700, -0.698, 1.466)  0.47
H (-3.724, -0.385, 2.904)  0.33
H (-4.084, 1.758, 1.798)  0.47
H (-2.399, 1.285, 1.635)  0.30
H (-3.247, 0.297, -0.708)  -0.02
H (-3.187, 2.663, -1.703)  0.42
H (-2.791, 3.233, -0.069)  0.31
H (-0.437, 1.960, 0.924)  0.48
H (2.792, 2.989, -0.231)  0.57
H (5.202, 2.524, -0.462)  0.28
H (4.873, 0.787, -0.873)  0.20
H (3.474, 1.500, -2.840)  0.21
H (3.852, 3.246, -2.473)  0.30
H (3.099, 0.179, 1.242)  0.37
H (1.336, -0.282, 1.166)  -0.06
H (1.682, -1.091, -1.230)  0.14
H (3.448, -0.688, -1.089)  0.24
H (1.762, -4.228, 2.612)  0.45
H (1.543, -4.696, -1.603)  0.38

(8)
Formula: C21H14BrN2O5RuS
Source: the OMol25 dataset
Level of theory: ωB97M-V/def2-TZVPD

Properties
E_LUMO (alpha / beta) ... 0.083 / 0.027 hartree
F_max ... 0.854 eV/Å
Total energy ... -4361.575776 Ha
Kohn-Sham gap (alpha / beta) ... 7.2192 / 5.7740 eV
2S+1 ... 5
⟨S²⟩ ... 6.030
HOMO level (alpha / beta) ... -4.97 / -5.04 eV
Net charge ... -1

Each line ends with the Mulliken spin population.
CARTESIAN COORDINATES (ANGSTROEM)
Ru (-0.625, 1.119, 0.835)  3.00
O (1.173, -4.055, 1.105)  0.00
C (0.215, -4.164, 0.163)  0.00
C (-0.053, -5.435, -0.346)  0.00
C (-1.014, -5.607, -1.324)  0.00
C (-1.732, -4.520, -1.812)  0.00
C (-1.473, -3.262, -1.300)  0.01
C (-0.508, -3.063, -0.317)  0.03
C (-0.283, -1.689, 0.191)  -0.01
O (-1.038, -0.749, -0.219)  0.11
N (0.711, -1.517, 1.032)  0.00
N (0.833, -0.185, 1.437)  0.02
C (1.809, 0.013, 2.271)  0.00
C (2.215, 1.232, 2.879)  -0.01
C (3.199, 1.154, 3.894)  -0.01
C (3.650, 2.270, 4.541)  0.02
C (3.120, 3.525, 4.168)  0.00
C (2.188, 3.644, 3.180)  0.03
C (1.700, 2.498, 2.481)  0.04
O (0.873, 2.634, 1.519)  0.18
H (1.248, -3.096, 1.322)  0.00
H (0.513, -6.269, 0.045)  0.00
H (-1.209, -6.601, -1.709)  0.00
H (-2.486, -4.656, -2.575)  0.00
H (-2.023, -2.395, -1.643)  0.00
H (2.360, -0.887, 2.538)  0.00
H (3.583, 0.175, 4.155)  0.00
H (4.395, 2.198, 5.321)  0.00
H (3.463, 4.417, 4.681)  0.00
H (1.780, 4.603, 2.891)  0.00
O (-3.921, 0.883, -0.973)  0.01
C (-2.836, 1.406, -1.013)  0.01
O (-2.232, 1.854, 0.100)  0.16
C (-2.132, 1.722, -2.294)  0.02
C (-2.947, 1.814, -3.424)  -0.02
C (-2.436, 2.158, -4.658)  0.03
C (-1.072, 2.414, -4.771)  -0.01
C (-0.253, 2.317, -3.666)  0.02
C (-0.758, 1.962, -2.407)  -0.02
S (0.443, 1.847, -1.133)  0.22
H (-4.000, 1.604, -3.291)  0.00
H (-3.085, 2.230, -5.520)  0.00
H (-0.643, 2.686, -5.728)  0.00
H (0.808, 2.509, -3.762)  0.00
Br (-1.522, 1.261, 3.134)  0.16